A 7-piece molecular cluster, C19H52N2O7 overall, computed with ωB97M-V/def2-TZVPD.

## Properties
Total energy: -1391.010148 Eh
E_LUMO: 0.0082 hartree
Structure (SMILES): NC(N)=O.CC(C)O.CC(C)O.CC(C)O.CC(C)O.CC(C)O.CC(C)O
Largest force on an atom: 11.50 eV/Å
ΔE to the lowest compared entry with this formula, charge and spin: 853.1 kJ/mol
HOMO: -9.050 eV
Frontier orbital gap: 9.3 eV

ORCA input file:
```
! wB97M-V def2-TZVPD RIJCOSX def2/J DEFGRID3
* xyz 0 1
N 1.4031 -1.1010 -0.4582
C 1.4912 0.2201 -0.2440
N 1.5947 0.4631 1.0060
O 1.6619 1.1951 -1.3088
H 1.4945 -1.5977 -1.4186
H 1.2752 -1.8708 0.2207
H 1.6650 1.4634 1.2486
H 1.6648 -0.2787 1.6718
C 0.5239 0.8018 5.3582
C -0.8932 0.8718 4.7410
C -1.0386 -0.0667 3.5524
O -1.7244 0.6379 5.6184
H 0.7623 -0.1930 5.5868
H 0.6849 1.3664 6.2320
H 1.2437 1.0491 4.5720
H -1.2560 1.8435 4.3270
H -0.3116 0.4318 2.7904
H -1.9742 0.0721 2.9224
H -0.8428 -1.1678 3.6657
H -2.6045 0.6694 5.2307
C 1.6212 -3.5565 3.0435
C 0.8920 -4.0003 1.7714
C -0.5226 -3.5991 1.7088
O 1.4682 -3.5092 0.7484
H 1.0627 -3.9134 3.8536
H 1.6311 -2.4859 3.0015
H 2.6164 -3.9396 3.0309
H 1.0193 -5.0358 1.6919
H -0.9426 -4.1708 0.9133
H -0.5671 -2.5884 1.4544
H -1.0567 -3.9988 2.5712
H 2.3590 -3.5784 0.9895
C -1.6656 -0.4629 -0.3878
C -2.5860 0.6615 -0.1272
C -2.4281 1.8620 -1.0762
O -3.8288 0.4190 -0.0343
H -2.2554 -1.2561 -0.4333
H -1.0589 -0.5798 0.5378
H -1.0975 -0.4888 -1.3644
H -2.1465 1.0007 0.7951
H -1.4538 2.2381 -1.2752
H -3.1183 2.7383 -0.7679
H -2.8115 1.4713 -1.9840
H -4.0325 -0.1000 0.7887
C -0.0673 3.9452 0.7685
C -0.7036 3.8472 2.1316
C 0.4165 4.1063 3.2222
O -1.6474 4.6564 2.4103
H -0.6871 3.5956 -0.0484
H 0.8633 3.3814 0.6921
H 0.1781 5.0186 0.4132
H -1.0661 2.8663 2.3121
H 0.2231 3.7942 4.2313
H 0.7607 5.1931 3.2375
H 1.4136 3.6917 2.8912
H -2.2205 4.6277 1.6515
C 1.8702 -3.1879 -5.1357
C 1.1695 -2.7676 -3.8232
C 0.9890 -3.8321 -2.7160
O 1.6214 -1.7375 -3.2920
H 2.2336 -4.2130 -5.1379
H 2.7116 -2.5110 -5.3499
H 1.1041 -3.2917 -5.9091
H 0.1608 -2.4896 -4.1423
H 1.9537 -4.0077 -2.3088
H 0.6160 -4.7359 -3.1662
H 0.2375 -3.5111 -1.9240
H 1.5139 -1.0261 -3.9633
C 0.3837 2.8983 -4.9174
C 0.2964 1.7163 -3.9209
C -0.8523 0.8310 -4.2890
O 1.2854 0.9353 -3.9130
H 1.2631 3.4553 -4.7249
H -0.4857 3.5729 -4.9810
H 0.5646 2.5017 -5.9728
H 0.0943 2.0960 -2.8588
H -0.8681 -0.0346 -3.6395
H -0.8308 0.4614 -5.3221
H -1.8312 1.2828 -4.3101
H 1.4187 0.9339 -2.9590
*
```


A 7-piece molecular cluster, C19H52O7 overall, computed with ωB97M-V/def2-TZVPD.

## Properties
Total energy: -1281.678880 Eh
E_LUMO: 0.0110 hartree
Structure (SMILES): CC(C)O.CC(C)O.CC(C)O.CC(C)O.CC(C)O.CC(C)O.CO
Largest force on an atom: 2.32 eV/Å
ΔE to the lowest compared entry with this formula, charge and spin: 258.3 kJ/mol
HOMO: -10.018 eV
Frontier orbital gap: 10.3 eV

ORCA input file:
```
! wB97M-V def2-TZVPD RIJCOSX def2/J DEFGRID3
* xyz 0 1
C 10.8102 -27.7774 -7.8735
C 10.3241 -26.5222 -8.6464
C 9.2604 -25.6446 -7.9219
O 11.4636 -25.7209 -8.8405
H 11.4510 -27.5978 -7.0103
H 11.3047 -28.5071 -8.5147
H 9.9404 -28.2676 -7.4360
H 9.9072 -26.8145 -9.6102
H 9.6310 -25.2588 -6.9722
H 8.4454 -26.3464 -7.7451
H 8.9176 -24.7578 -8.4550
H 11.7946 -25.4711 -7.9747
C 4.8104 -16.1926 -7.3347
C 4.0549 -14.8988 -7.5971
C 2.9269 -14.6770 -6.5973
O 4.9448 -13.8439 -7.5751
H 5.4625 -16.6236 -8.0944
H 4.1026 -16.9828 -7.0845
H 5.4495 -16.1110 -6.4555
H 3.5892 -14.8492 -8.5814
H 2.0954 -15.3817 -6.6107
H 2.4709 -13.6870 -6.5987
H 3.3775 -14.7290 -5.6062
H 5.3134 -13.8123 -6.6893
C 0.1717 -18.3056 -9.4195
C -0.4826 -19.0017 -10.5958
C -1.8195 -19.6997 -10.2322
O -0.7942 -17.9820 -11.4688
H 1.0803 -17.8143 -9.7676
H 0.4089 -18.9902 -8.6052
H -0.5377 -17.5666 -9.0470
H 0.2611 -19.7144 -10.9524
H -1.6441 -20.4534 -9.4645
H -2.2901 -20.1767 -11.0919
H -2.5972 -18.9991 -9.9280
H -1.5186 -17.5446 -11.0156
C 7.8827 -20.4926 -6.2100
C 9.3464 -20.2034 -5.8690
C 9.8807 -18.8500 -6.3103
O 9.6344 -20.3554 -4.4897
H 7.6442 -21.5556 -6.1746
H 7.7023 -20.2349 -7.2536
H 7.1560 -20.0214 -5.5481
H 9.9716 -20.9765 -6.3156
H 9.4286 -18.0242 -5.7610
H 9.6913 -18.7553 -7.3795
H 10.9484 -18.8456 -6.0908
H 10.5148 -20.7121 -4.3511
C 3.2871 -25.1473 -5.4913
C 2.4079 -24.1373 -4.7286
C 3.2222 -23.3768 -3.6442
O 1.8452 -23.2302 -5.6236
H 4.2390 -24.7810 -5.8758
H 2.7478 -25.4110 -6.4011
H 3.4992 -26.0713 -4.9533
H 1.6504 -24.7976 -4.3063
H 4.0095 -22.8192 -4.1516
H 3.6423 -24.0849 -2.9300
H 2.5742 -22.6906 -3.0990
H 1.2024 -22.7105 -5.1354
C -0.9703 -27.4627 -9.4654
C -1.4655 -26.0189 -9.5350
C -0.8889 -25.1700 -10.6614
O -2.9036 -26.1020 -9.6332
H 0.0827 -27.5317 -9.1926
H -1.1310 -27.9199 -10.4418
H -1.4903 -27.9835 -8.6614
H -1.3270 -25.6003 -8.5382
H -1.0731 -24.1057 -10.5148
H -1.2648 -25.3875 -11.6611
H 0.1993 -25.2263 -10.6893
H -3.0222 -26.4700 -10.5119
C 4.1154 -21.6767 -8.9350
O 2.9950 -22.4656 -9.1459
H 4.1288 -20.7790 -9.5531
H 4.0442 -21.4013 -7.8828
H 5.0617 -22.1926 -9.0980
H 2.5754 -22.5731 -8.2892
*
```


A 7-piece molecular cluster, C19H52O7 overall, computed with ωB97M-V/def2-TZVPD.

## Properties
Total energy: -1281.452414 Eh
E_LUMO: 0.0080 hartree
Structure (SMILES): CC(C)O.CC(C)O.CC(C)O.CC(C)O.CC(C)O.CC(C)O.CO
Largest force on an atom: 13.07 eV/Å
ΔE to the lowest compared entry with this formula, charge and spin: 852.9 kJ/mol
HOMO: -8.960 eV
Frontier orbital gap: 9.2 eV

ORCA input file:
```
! wB97M-V def2-TZVPD RIJCOSX def2/J DEFGRID3
* xyz 0 1
C 4.0294 0.6922 0.7903
C 3.6621 1.5974 1.9616
C 2.6394 0.9346 2.9181
O 4.6315 1.8349 2.6579
H 3.2745 0.6794 0.0168
H 4.3254 -0.3152 1.1132
H 4.8503 1.0881 0.2310
H 3.3109 2.5722 1.5728
H 2.3535 1.5555 3.7906
H 2.9517 -0.1083 3.2221
H 1.6961 0.7788 2.3193
H 4.2905 2.4634 3.3437
C 1.0841 -0.0309 -3.9865
C 1.9708 1.1458 -3.7357
C 1.6295 2.3357 -4.5779
O 1.8748 1.6263 -2.6017
H 0.0801 0.1774 -3.7158
H 1.4529 -0.8694 -3.4269
H 1.0422 -0.2038 -5.1089
H 3.0074 0.9387 -3.9178
H 0.5507 2.6507 -4.5290
H 1.7982 2.0818 -5.6525
H 2.3243 3.1511 -4.4591
H 2.5895 2.2146 -2.5387
C -3.1551 -1.2599 -1.7745
C -3.1324 -1.5227 -3.2602
C -3.3308 -3.0037 -3.4832
O -3.9215 -0.8499 -3.9052
H -2.9685 -0.2396 -1.5226
H -2.3371 -1.7401 -1.2023
H -4.0360 -1.5277 -1.1078
H -2.1626 -1.1432 -3.6506
H -4.3082 -3.1641 -3.3236
H -2.7250 -3.5828 -2.7909
H -3.2036 -3.2478 -4.5332
H -3.7498 -0.9470 -4.8469
C -0.0361 -0.9062 5.0366
C -1.2427 -0.2354 4.3832
C -0.8875 1.1231 3.8947
O -1.8165 -0.8126 3.4012
H 0.8649 -0.2217 5.1357
H 0.2797 -1.8352 4.4878
H -0.4014 -1.2451 6.0468
H -2.0433 -0.1066 5.1635
H -0.4205 1.6875 4.7510
H -1.7617 1.6272 3.6606
H -0.0780 1.1875 3.1721
H -1.3082 -0.8587 2.5666
C -1.9919 2.6102 -0.0279
C -0.5620 2.4635 -0.6159
C 0.5506 2.9754 0.2868
O -0.3727 1.2799 -0.9662
H -2.1179 2.0937 0.8367
H -2.7541 2.4095 -0.8077
H -2.1910 3.6712 0.2873
H -0.5992 3.0094 -1.5374
H 0.6705 2.3507 1.2035
H 0.3867 3.9661 0.5965
H 1.4280 2.9482 -0.3707
H 0.2384 1.3188 -1.7359
C 1.2806 -1.6879 1.5372
C 0.4517 -0.9894 0.4823
C 0.3007 -1.7942 -0.8085
O -0.7236 -0.6629 0.7846
H 2.3359 -1.4326 1.4448
H 1.0627 -2.7070 1.4742
H 1.0430 -1.3352 2.4931
H 1.0795 -0.1327 0.1968
H -0.4161 -2.5979 -0.8051
H 1.3040 -2.1018 -1.1643
H 0.0046 -1.1972 -1.6122
H -0.8720 0.1688 0.2442
C -2.4874 -3.6843 1.0461
O -1.2971 -3.1962 1.6640
H -3.2121 -2.9501 0.9422
H -2.8667 -4.4965 1.5614
H -2.2390 -4.0810 0.0616
H -0.9720 -2.3848 1.3224
*
```


Q: Which formula does entry 2 have?
A: C19H52O7


Q: Which formula does entry 3 have?
A: C19H52O7


Q: Which of these has the highest total energy?
A: number 3